(1)
Molecular formula: C48H97N11O7
Method: DFT, ωB97M-V with the def2-TZVPD basis set

Geometry (Å):
O  -18.1011  -13.6666  10.1573
O  -25.9133  -7.8923  12.8139
O  -15.6861  -10.3485  2.6614
O  -21.3332  -11.7737  8.1425
O  -21.8307  -14.4460  12.2461
O  -26.4344  -9.6717  7.1391
O  -26.0526  -13.8228  8.6702
N  -23.7987  -10.8666  3.3484
N  -18.7084  -13.7125  6.5215
N  -18.1109  -8.8586  7.1740
N  -27.3698  -10.5565  4.7791
N  -21.4471  -15.7530  6.5885
N  -24.3121  -16.4174  10.4806
N  -27.4152  -14.2373  5.2336
N  -18.6863  -10.8959  4.6429
N  -22.5267  -9.7229  9.7747
N  -22.3357  -7.3745  12.5841
N  -19.8111  -9.3350  14.1252
C  -17.6173  -10.0852  13.5863
C  -22.4768  -10.8759  3.4919
C  -22.8585  -18.1480  6.6372
C  -23.3057  -11.3548  11.3614
C  -16.9882  -10.1117  3.2125
C  -18.7988  -9.5378  8.1112
C  -22.2736  -12.0945  9.1453
C  -25.6021  -9.4588  5.9599
C  -18.6478  -13.3832  8.8697
C  -22.3832  -17.5536  7.7936
C  -17.4844  -11.3149  3.9591
C  -17.8938  -11.3384  14.0817
C  -26.4046  -14.3625  6.2872
C  -17.4697  -7.7401  7.5212
C  -18.5768  -9.1077  13.7030
C  -25.0230  -13.8747  5.9375
C  -22.2823  -13.1194  2.6601
C  -21.7124  -16.3469  7.7511
C  -26.7709  -13.5347  7.4709
C  -17.7671  -12.4819  3.0303
C  -25.5985  -9.6777  8.2461
C  -24.3678  -12.0353  2.9425
C  -23.8368  -15.3825  11.4572
C  -18.2369  -7.9787  9.8280
C  -26.9595  -7.1081  12.4072
C  -22.3394  -15.5353  11.5633
C  -16.5330  -13.3575  7.6049
C  -17.7889  -12.6210  10.9304
C  -21.6596  -11.9463  3.1501
C  -24.5181  -15.5090  12.8341
C  -26.5012  -9.3740  4.7902
C  -22.2327  -11.0880  10.2554
C  -20.1034  -10.5450  14.6026
C  -22.6371  -17.4568  5.4666
C  -17.5064  -7.3316  8.8624
C  -24.6631  -7.3435  12.4081
C  -21.8886  -12.1564  6.8952
C  -26.6877  -13.1459  9.6898
C  -15.2659  -9.2032  1.8388
C  -18.8195  -9.1621  9.4514
C  -19.1534  -11.5725  14.5848
C  -17.8897  -14.0748  7.7054
C  -23.7780  -6.9961  14.5735
C  -23.5765  -7.7558  13.3010
C  -21.9177  -16.2472  5.4506
C  -20.4549  -14.5220  12.4487
C  -27.3511  -8.1446  4.9496
C  -23.6677  -13.1407  2.6001
H  -27.1957  -13.5948  4.4991
H  -21.7204  -14.0357  2.4505
H  -16.1139  -8.9897  1.1803
H  -27.8909  -7.5476  12.7023
H  -19.5869  -14.2095  6.5240
H  -19.8490  -14.6008  11.5351
H  -23.3075  -19.1461  6.6726
H  -27.6561  -13.5827  9.9187
H  -18.5984  -12.2991  8.6213
H  -24.8064  -7.1555  14.9049
H  -21.6997  -15.6885  4.5177
H  -24.9134  -10.5335  8.2303
H  -22.7917  -11.5878  6.6963
H  -24.2883  -13.8672  6.7572
H  -20.2171  -13.5882  13.0131
H  -27.9272  -8.3228  5.8578
H  -26.2086  -9.6923  9.1368
H  -22.1632  -13.2226  6.9533
H  -25.1183  -12.8451  5.5954
H  -25.5882  -15.4025  12.7238
H  -17.7333  -9.9865  2.4149
H  -18.3458  -8.1003  13.3841
H  -24.4577  -7.6344  11.3491
H  -16.0570  -13.3594  8.5967
H  -21.4309  -15.7250  8.5892
H  -26.7922  -12.0724  9.5128
H  -23.3410  -9.8116  9.1757
H  -27.0072  -6.9255  11.3229
H  -20.2115  -15.3700  13.0847
H  -26.3943  -15.3968  6.6422
H  -24.1095  -14.7801  13.5459
H  -23.2745  -12.2203  8.7710
H  -24.9883  -8.7481  8.2244
H  -21.8310  -9.4909  9.0545
H  -18.4451  -7.5222  10.7928
H  -24.1461  -14.0210  2.1942
H  -27.8127  -13.7281  7.7079
H  -17.3724  -13.1273  11.8118
H  -15.8616  -13.8047  6.8713
H  -24.3632  -16.5606  13.1511
H  -17.0232  -9.2888  3.9285
H  -23.5618  -8.8485  13.4753
H  -28.0664  -10.4248  4.0453
H  -22.4436  -7.7997  11.6531
H  -16.8221  -12.8507  2.6234
H  -23.7801  -5.9087  14.3954
H  -19.2685  -10.4644  7.7730
H  -27.8078  -10.6681  5.6890
H  -23.3313  -12.4109  11.6545
H  -19.1556  -11.6610  5.1024
H  -20.5698  -11.9162  3.2070
H  -17.7156  -15.1346  7.9561
H  -22.5251  -18.0227  8.7415
H  -26.6544  -12.4642  7.2476
H  -21.1916  -12.0039  6.0996
H  -18.6065  -11.9331  11.2340
H  -28.0070  -8.0971  4.0728
H  -19.3438  -9.7130  10.2176
H  -22.0439  -13.0608  9.6528
H  -22.0115  -15.7170  10.5429
H  -19.7354  -13.6560  8.8489
H  -25.3249  -16.4456  10.4795
H  -26.8165  -7.1823  5.0844
H  -16.6671  -11.5389  4.6233
H  -25.4524  -12.0334  2.8344
H  -21.2619  -11.1171  10.7808
H  -26.0007  -13.2108  10.5429
H  -19.3857  -12.5960  14.9201
H  -26.8536  -6.1208  12.8678
H  -14.9631  -8.3497  2.4604
H  -16.9922  -12.0293  10.4859
H  -18.2566  -13.9733  5.6713
H  -27.6217  -15.1480  4.8659
H  -25.0633  -8.4997  6.0634
H  -24.0690  -14.3966  11.0190
H  -22.9719  -17.8843  4.5236
H  -21.5734  -7.8217  13.0857
H  -24.2963  -11.0239  10.9712
H  -18.3040  -13.3043  3.5266
H  -23.0555  -7.2109  15.3467
H  -16.8664  -7.2310  6.7742
H  -17.1277  -12.1060  13.9773
H  -18.5572  -10.1698  5.3116
H  -22.1962  -16.5118  12.0758
H  -23.0636  -10.7682  12.2397
H  -16.7068  -12.3386  7.2544
H  -22.0344  -9.9450  3.8223
H  -14.4246  -9.5693  1.2767
H  -24.0660  -16.1490  9.5349
H  -25.9048  -9.3424  3.8799
H  -21.1087  -10.7626  14.9642
H  -16.6641  -9.8328  13.1530
H  -24.8435  -10.2140  5.7980
H  -18.4298  -12.1235  2.2396
H  -24.7713  -6.2521  12.4356
H  -24.6285  -14.4933  5.1228
H  -16.9701  -6.4605  9.2247

Results
**LUMO level**: 0.56 eV
**Strongest force on any atom**: 3.58 eV Å⁻¹
**Highest occupied orbital energy**: -8.73 eV
**SMILES string**: COC[C@H](C)N.COC[C@H](C)N.COC[C@H](C)N.COC[C@H](C)N.COC[C@H](C)N.COC[C@H](C)N.COC[C@H](C)N.c1ccncc1.c1ccncc1.c1ccncc1.c1ccncc1
**Energy**: -3015.93908 Eh

=====

(2)
Molecular formula: C4H10N3O
Method: DFT, ωB97M-V with the def2-TZVPD basis set

Geometry (Å):
O  -1.1076  -1.7456  2.3589
N  0.9608  -0.3042  -2.1259
N  -0.3772  -1.2177  0.1367
N  0.4120  2.1381  -0.4053
C  1.6335  1.6297  -0.7421
C  -0.6975  -1.3984  1.2223
C  -2.4548  -1.4261  2.7473
C  2.0255  0.5341  -1.4064
H  3.0955  0.3192  -1.5923
H  2.3583  2.2209  -0.4187
H  -0.4208  1.6448  -0.7655
H  -2.4744  -0.6182  3.5448
H  0.4024  0.3236  -2.8121
H  0.5025  3.1694  -0.5334
H  -2.9685  -0.9997  1.8955
H  1.4456  -0.9320  -2.8793
H  -2.8296  -2.3415  3.1876
H  0.4943  -0.9964  -1.4122

Results
**ΔE to the lowest compared entry with this formula, charge and spin**: 52.2 kcal/mol
**LUMO level**: -3.07 eV
**Strongest force on any atom**: 4.41 eV Å⁻¹
**Charge**: +1
**Highest occupied orbital energy**: -12.88 eV
**Energy**: -397.59615 Eh

=====

(3)
Molecular formula: C2H5OP
Method: DFT, ωB97M-V with the def2-TZVPD basis set

Geometry (Å):
P  -1.7044  0.1941  0.1538
O  0.7585  1.3683  0.1490
C  1.2204  0.0237  0.1939
C  -0.0059  0.3414  -0.5880
H  -1.7816  -1.0047  -0.5760
H  2.2280  -0.0574  -0.1865
H  -1.7760  -0.5608  1.3555
H  1.0681  -0.5809  1.1215
H  -0.0070  0.2763  -1.6230

Results
**ΔE to the lowest compared entry with this formula, charge and spin**: 52.7 kcal/mol
**LUMO level**: 1.05 eV
**Strongest force on any atom**: 4.43 eV Å⁻¹
**Highest occupied orbital energy**: -9.59 eV
**SMILES string**: P[C@@H]1CO1
**Energy**: -495.69655 Eh

=====

(4)
Molecular formula: C49H49CsN12O6Te2
Method: DFT, ωB97M-V with the def2-TZVPD basis set

Geometry (Å):
Cs  -0.0755  -0.2708  0.2663
Te  -2.6109  4.0212  1.6872
Te  -0.5122  -4.0089  1.3577
O  2.1194  1.9018  -0.0067
O  3.3089  0.3213  -1.0765
O  -1.8724  4.6819  -0.4506
O  7.7151  3.6590  -4.0911
O  -4.0121  5.0004  -3.7018
O  6.7723  1.6781  -4.0325
N  4.1366  -2.1169  1.0118
N  -0.8684  -1.9144  -3.2408
N  0.7449  -1.6581  -4.6926
N  1.9361  -2.2653  1.3473
N  6.8999  2.8194  -3.6204
N  0.2147  -1.4413  -2.6060
N  -3.9006  3.0054  -0.4182
N  -0.7438  -0.1206  3.6466
N  1.8220  1.1398  3.7480
N  -3.4152  3.3448  -1.5962
N  1.2213  -1.2585  -3.5035
N  -5.1315  2.2342  2.0114
C  5.9603  3.1837  -2.5434
C  4.1071  3.8526  -0.5766
C  2.5571  -2.6532  2.5470
C  -1.8259  4.5930  -2.8466
C  5.1951  4.6329  -0.7992
C  -2.6603  4.8354  -3.9395
C  -3.7818  -7.5042  0.7280
C  -0.5595  -2.0052  -4.5331
C  -5.5101  1.5800  3.1104
C  0.1144  5.2732  -4.2038
C  -0.5215  3.3866  1.7299
C  6.1576  4.3177  -1.7853
C  -5.0198  2.3110  -0.3912
C  4.3044  -3.6899  4.3984
C  -0.4487  4.9128  -2.9815
C  -5.9895  -0.4308  1.8987
C  3.9855  2.5956  -1.2510
C  -2.0975  5.0792  -5.2102
C  -3.1777  -5.1813  0.8135
C  1.0591  -3.7822  -7.3209
C  0.2837  -0.7137  7.1862
C  2.9029  -1.9573  0.4860
C  -0.0300  -0.0965  4.7815
C  -2.6922  4.0214  3.8466
C  -1.9022  -5.4935  1.2971
C  1.3264  0.4996  4.8469
C  4.8832  2.3374  -2.2956
C  -2.3904  4.2304  -1.5057
C  -0.5295  -0.7225  6.0278
C  -1.5806  -6.8278  1.4912
C  3.9886  -2.5993  2.3278
C  -5.9170  0.2528  3.1131
C  1.6847  -1.7852  -5.7844
C  2.0196  -3.2285  3.6960
C  1.5496  -0.1961  7.1853
C  -1.6690  -1.5622  5.9442
C  4.8724  -3.0578  3.2720
C  -1.7782  -0.9679  3.6079
C  -0.7514  5.3354  -5.3431
C  2.9308  -3.8106  4.5838
C  2.0501  0.4122  6.0401
C  -5.7508  0.2675  0.7388
C  3.0670  1.4924  -0.7327
C  1.1838  -2.2527  -7.1512
C  -4.1429  -6.1396  0.5579
C  -2.5041  -7.8373  1.1867
C  -0.1611  -1.5734  -7.6111
C  -2.2811  -1.6488  4.7309
C  -5.3242  1.6128  0.8253
H  -1.0704  -2.0863  -7.2835
H  -6.0354  -0.2382  4.1120
H  -0.6471  -7.0508  1.9823
H  2.1439  -0.1776  8.0912
H  0.1533  4.8749  -2.0562
H  2.6114  -2.3681  -5.5261
H  1.0431  -4.0589  -8.4101
H  2.4525  -4.2873  5.4320
H  -0.2955  5.5027  -6.3333
H  -0.1974  -0.5079  -7.2986
H  -0.2240  -1.5966  -8.7302
H  -4.5535  -8.2832  0.5896
H  -6.2532  -1.4708  1.8578
H  -3.6821  4.3715  4.0613
H  1.1829  5.4449  -4.3250
H  -2.5849  3.0315  4.2039
H  4.9942  -4.1234  5.1483
H  3.3205  4.1511  0.1259
H  1.8999  -4.2667  -6.7727
H  -2.2089  -8.8886  1.3895
H  2.6576  1.6692  3.8165
H  -5.4760  2.1802  -1.3483
H  5.9701  -2.9199  3.1525
H  0.0809  4.1583  2.1986
H  1.1875  1.5275  3.0665
H  2.7750  -1.6123  -0.5379
H  -2.7600  5.0696  -6.0856
H  6.9858  4.9476  -1.9313
H  -0.4508  2.4820  2.2962
H  -2.0802  -2.0037  6.8545
H  4.8603  1.3858  -2.7931
H  -1.2160  -2.3743  -5.3033
H  0.9402  -3.2269  3.8409
H  -0.1939  3.1914  0.7136
H  -3.4196  -4.1482  0.6378
H  -5.1666  -5.8198  0.3345
H  -5.7776  -0.1555  -0.2626
H  0.1110  -4.1244  -6.9274
H  5.2734  5.4902  -0.1457
H  2.1024  -0.7695  -5.9957
H  -1.8426  4.6695  4.1864
H  -3.2493  -2.2080  4.5873
H  5.0598  -1.8512  0.6689
H  -2.3027  -1.0684  2.6386
H  1.9030  -1.9110  -7.8458
H  3.0092  0.9471  6.0513
H  -0.1415  -1.1652  8.0741
H  -4.3516  5.4822  -4.4759
H  -5.4719  2.1351  4.0441

Results
**ΔE to the lowest compared entry with this formula, charge and spin**: 84.7 kcal/mol
**LUMO level**: 2.94 eV
**Strongest force on any atom**: 3.55 eV Å⁻¹
**Charge**: -2
**Highest occupied orbital energy**: -0.96 eV
**Energy**: -3561.14365 Eh

=====

(5)
Molecular formula: C12H13ClIN3O
Method: DFT, ωB97M-V with the def2-TZVPD basis set

Geometry (Å):
I  2.2718  -3.1018  2.4924
Cl  -2.3306  2.4664  -2.8546
O  1.3953  2.1935  0.8963
N  2.3785  0.1931  3.9247
N  -1.2861  -1.2592  -1.5117
N  -0.5229  1.6451  -1.0494
C  -0.3315  -0.8662  -0.5802
C  -2.5988  -0.2317  -4.7112
C  1.7115  -0.1766  1.4754
C  0.0195  0.5486  -0.3869
C  1.0564  0.8442  0.6731
C  0.3354  -1.9085  0.2451
C  -1.4481  1.1930  -1.9150
C  2.8023  0.2753  2.5199
C  -2.9744  -0.5776  -3.2175
C  1.0207  0.7547  4.1503
C  1.3257  -1.6110  1.2674
C  -1.8514  -0.2260  -2.1785
H  0.0780  -2.9854  0.0753
H  0.8825  1.0720  5.2193
H  0.2252  0.0140  3.8625
H  -3.5628  -0.0779  -5.2728
H  -3.9660  -0.1377  -2.9006
H  -2.0643  -1.0675  -5.2471
H  3.6696  -0.4408  2.3935
H  -3.1308  -1.6961  -3.1739
H  -1.9946  0.7003  -4.8404
H  0.9359  1.6534  3.4693
H  2.4158  -0.7588  4.2876
H  2.3205  2.2700  0.5987
H  3.2180  1.2991  2.2892

Results
**LUMO level**: -0.78 eV
**Strongest force on any atom**: 4.19 eV Å⁻¹
**Highest occupied orbital energy**: -8.77 eV
**SMILES string**: CCc1nc2cc(I)c(CNC)c(O)c2nc1Cl
**Energy**: -1462.39365 Eh

=====

(6)
Molecular formula: C5H13NO3
Method: DFT, ωB97M-V with the def2-TZVPD basis set

Geometry (Å):
O  1.7456  -0.6896  1.1984
O  -0.2107  -1.0452  2.3781
O  0.3530  1.5000  1.0140
N  0.4718  0.5487  -1.3297
C  0.0809  -2.0915  0.2297
C  0.3969  1.9175  -1.8140
C  0.3669  -0.8652  1.0913
C  -0.2546  0.4926  0.6474
C  -1.7309  0.4805  0.3639
H  0.3689  -1.6335  2.8773
H  1.8693  0.2580  1.3997
H  0.4636  -1.9602  -0.7747
H  1.0869  2.1150  -2.6410
H  -0.9875  -2.2785  0.1995
H  0.6431  2.5750  -0.9792
H  0.5790  -2.9472  0.6810
H  -2.2237  0.1048  1.2607
H  -0.6216  2.1315  -2.1310
H  -1.9746  -0.1760  -0.4657
H  -2.0743  1.4906  0.1566
H  1.4346  0.2051  -1.2522
H  0.2175  -0.1324  -2.1100

Results
**ΔE to the lowest compared entry with this formula, charge and spin**: 30.3 kcal/mol
**LUMO level**: 0.74 eV
**Strongest force on any atom**: 3.84 eV Å⁻¹
**Highest occupied orbital energy**: -9.24 eV
**SMILES string**: CC(=O)C(C)(O)O.CN
**Energy**: -478.76719 Eh

=====

(7)
Molecular formula: C5H13IN3P
Method: DFT, ωB97M-V with the def2-TZVPD basis set

Geometry (Å):
I  1.9059  2.2589  2.0908
P  3.0676  3.2328  0.1360
N  0.6235  0.4905  -1.7084
N  0.5202  -0.4718  -0.8147
N  -0.4488  -0.5885  0.0491
C  -1.2394  -2.9179  0.0358
C  -0.7795  -1.5789  2.2526
C  -0.4913  1.4660  -1.7114
C  -0.3290  -1.8814  0.7793
C  1.7929  3.9304  -0.6862
H  -0.9398  -2.9687  -1.0143
H  1.8205  4.4144  -1.7549
H  -2.3252  -2.7485  0.2060
H  -0.7591  1.5902  -0.7078
H  -1.0213  -3.8606  0.4034
H  -0.0370  2.3360  -2.2701
H  0.7536  3.9556  -0.4187
H  0.7660  -2.2998  0.6562
H  -0.0499  -0.8368  2.7631
H  -1.5650  -0.8226  1.9810
H  -1.0186  -2.4763  2.8698
H  -1.3729  1.0286  -2.1960
H  1.1264  -1.2516  -0.9404

Results
**ΔE to the lowest compared entry with this formula, charge and spin**: 5.6 kcal/mol
**LUMO level**: -0.13 eV
**Strongest force on any atom**: 4.66 eV Å⁻¹
**Highest occupied orbital energy**: -8.15 eV
**Energy**: -1001.47249 Eh

=====

(8)
Molecular formula: C16H34P2Sr
Method: DFT, ωB97M-V with the def2-TZVPD basis set

Geometry (Å):
Sr  -1.4552  -0.2819  2.5116
P  -3.0937  -0.5245  0.5170
P  0.0473  1.4798  0.5169
C  -2.8084  1.2817  0.7649
C  -1.6862  1.8289  -0.1490
C  1.0463  -1.1113  -1.9031
C  3.2969  0.3390  -0.0545
C  2.8019  0.1437  -3.3169
C  -2.8263  -0.8629  -1.2743
C  1.4522  -0.3929  -2.9690
C  -2.5681  -2.7301  2.0845
C  0.4989  -1.2692  3.9381
C  1.8630  -1.7299  -0.8207
C  0.7009  2.6066  -0.8952
C  2.4136  -0.8153  0.3284
C  0.5392  2.7108  1.8094
C  4.0351  0.4767  -1.1576
C  -4.8643  -0.7771  0.9599
C  3.9630  -0.3354  -2.4020
H  -2.8137  -1.9509  -1.4967
H  3.9230  -1.4021  -2.2001
H  -2.5444  1.5785  1.8088
H  0.3964  2.2387  -1.8903
H  2.6632  -2.3967  -1.1817
H  1.5704  -0.3351  0.8915
H  4.5880  1.3981  -1.3387
H  -0.1984  2.8089  2.6116
H  -3.4969  -3.0172  2.6142
H  1.7982  2.6827  -0.8626
H  0.7509  3.7073  1.4022
H  0.0141  -1.4693  4.9072
H  2.8491  -1.4969  1.0948
H  1.4783  2.3384  2.2391
H  -1.8172  2.8716  -0.4751
H  3.1390  1.2195  0.5777
H  -5.3605  -1.2613  0.1127
H  -2.5389  -3.2271  1.0996
H  0.9442  -2.1364  3.4337
H  0.0265  -1.5218  -1.9600
H  -1.6628  1.2912  -1.1088
H  4.9119  -0.1984  -2.9410
H  -3.7608  1.7857  0.6099
H  2.8482  1.2558  -3.3363
H  -1.6784  -3.0259  2.6843
H  1.1001  -0.3469  3.8937
H  1.1684  -2.4168  -0.3170
H  0.6995  -0.1363  -3.7206
H  -5.3889  0.1384  1.3142
H  3.0300  -0.1706  -4.3516
H  -1.8409  -0.5903  -1.6989
H  -4.8521  -1.5025  1.7886
H  0.2964  3.6341  -0.7789
H  -3.5982  -0.3830  -1.9136

Results
**ΔE to the lowest compared entry with this formula, charge and spin**: 0.0 kcal/mol
**LUMO level**: -0.24 eV
**Strongest force on any atom**: 3.60 eV Å⁻¹
**Highest occupied orbital energy**: -5.59 eV
**Energy**: -1343.16426 Eh

=====

Gap between HOMO and LUMO list, top to bottom, in Eh: 0.34165, 0.36040, 0.39105, 0.14351, 0.29349, 0.36653, 0.29463, 0.19674